(1)
# C4H14N3S

A 2-piece molecular cluster, C4H14N3S overall in a non-equilibrium geometry (ωB97M-V/def2-TZVPD, OMol25).

XYZ file:
```
22
Properties=species:S:1:pos:R:3:forces:R:3:mulliken_charge:R:1
C -0.00796 -0.78540 2.57290 1.052 -0.216 0.589 -0.56
C -0.64758 -1.40026 1.32383 1.312 0.929 -0.468 -0.30
S -1.67817 -0.08641 0.48853 0.443 -1.004 -0.463 -0.28
N 0.67886 -1.81296 3.43450 -1.211 0.874 -0.461 -0.63
H 0.81082 -0.11964 2.25295 -0.386 -0.028 -0.093 0.23
H -0.72224 -0.15629 3.12406 -0.059 -0.208 -0.055 0.37
H 0.18039 -1.71143 0.63982 -0.864 0.130 0.455 0.29
H -1.30975 -2.21752 1.49413 -0.332 -0.618 0.371 0.42
H -1.43554 -0.60810 -0.75092 -0.510 0.247 0.553 0.13
H 1.21218 -1.31631 4.15902 -0.304 -0.341 -0.391 0.25
H -0.07911 -2.30301 3.91219 0.461 -0.131 0.109 0.25
C 0.65190 0.55767 -2.59388 -1.065 0.244 0.536 0.16
C 1.19824 1.45769 -1.75297 0.363 0.211 -0.871 -0.22
N 0.50610 1.86946 -0.49669 0.570 1.172 -0.750 -0.08
N 1.13081 0.20121 -3.84177 -0.771 0.332 0.489 -0.49
H -0.31414 0.08460 -2.28397 1.049 0.237 -0.502 0.05
H 2.09025 2.03039 -2.08272 -0.751 -0.278 0.830 0.28
H -0.02328 2.74570 -0.58513 0.010 -0.072 -0.597 0.39
H -0.22036 1.19557 -0.16122 0.140 -0.515 0.362 -0.20
H 1.15217 2.13174 0.24948 0.222 -0.717 0.092 0.40
H 1.74272 0.88491 -4.25949 0.285 -0.054 -0.016 0.25
H 0.38858 -0.04028 -4.49630 0.348 -0.196 0.280 0.28
```
Positions in Å, forces in eV/Å.

Results
HOMO   -12.74 eV
HOMO-LUMO gap   9.64 eV
Maximum force   1.674 eV/A
Charge   +1


(2)
# C6H9NO

One molecule with the formula C6H9NO in a non-equilibrium geometry (ωB97M-V/def2-TZVPD, OMol25).

XYZ file:
```
17
Properties=species:S:1:pos:R:3:forces:R:3:mulliken_charge:R:1
C -2.24287 0.83816 -0.66173 2.006 -0.978 2.191 -0.17
C -2.45607 -0.89928 0.80356 -3.436 -3.692 2.677 -0.81
C -1.43497 -0.14468 0.25799 2.069 5.513 -5.066 0.48
C 0.72106 1.01397 0.64889 -1.047 2.392 1.704 -1.21
C 0.72725 -0.75453 -0.90668 0.457 -1.038 -2.426 -1.27
C 0.08140 -0.30279 0.36870 -1.534 -1.440 1.638 0.50
N -3.52899 0.66069 -0.48688 0.768 0.819 -0.795 -0.37
O -3.69732 -0.44224 0.38944 0.289 -1.434 1.164 -0.23
H -1.94267 1.76054 -1.22905 -0.022 -1.384 0.590 0.33
H -2.39027 -1.64451 1.63361 -0.413 1.038 -0.900 0.41
H 0.50808 1.36676 -0.37285 0.863 1.593 0.671 0.34
H 1.78412 0.94961 0.91086 -0.220 -0.093 -0.519 0.34
H 0.24056 1.71430 1.49298 0.715 -1.660 -2.018 0.26
H 0.64543 -1.85577 -1.03016 0.168 0.583 0.052 0.35
H 1.85498 -0.46900 -0.99759 -2.145 -0.376 0.181 0.28
H 0.09451 -0.33494 -1.75712 1.310 -0.281 0.737 0.37
H 0.22368 -1.09614 1.12117 0.173 0.437 0.120 0.40
```
Positions in Å, forces in eV/Å.

Results
HOMO (spin up / spin down)   -5.23 / -10.29 eV
HOMO-LUMO gap (spin up / spin down)   6.10 / 7.82 eV
Maximum force   7.768 eV/A
Charge   0
Multiplicity   3


(3)
# C30H86N4Na3O15P

C30H86N4Na3O15P as an isolated structure in a non-equilibrium geometry (ωB97M-V/def2-TZVPD, OMol25).

XYZ file:
```
139
Properties=species:S:1:pos:R:3:forces:R:3:mulliken_charge:R:1
Na 11.60889 24.36962 -24.24837 0.032 -0.267 -0.355 0.66
Na 14.81912 22.51119 -21.02255 0.164 0.011 -0.034 0.71
Na 11.15667 25.36023 -19.69308 -0.333 0.239 0.420 0.57
P 12.31687 23.84067 -21.49927 -0.256 0.634 -1.305 -1.28
O 11.85703 25.22237 -22.12670 0.275 -1.437 0.585 -1.51
O 13.29315 24.12747 -20.32987 -0.249 -0.793 -0.986 -1.22
O 12.99505 23.04452 -22.67099 -1.279 1.080 2.508 0.68
O 10.99481 23.24254 -20.90184 1.473 0.081 -0.594 4.08
C 8.74857 27.83539 -23.85157 -1.226 -0.081 0.319 -1.43
C 8.34958 26.42595 -23.43536 -0.378 -0.931 -0.001 1.03
C 6.99117 25.79427 -24.05039 1.434 1.809 1.356 -0.56
O 5.90034 26.69295 -23.81667 -0.038 -0.823 -1.854 -0.48
C 5.43986 26.74090 -22.49902 -0.020 0.681 -0.226 -0.53
N 9.46701 25.56835 -23.77952 1.058 -1.308 -0.581 -0.33
H 8.18965 28.51928 -23.21284 -0.131 0.342 -0.265 0.30
H 8.48887 28.01231 -24.89529 0.367 0.199 -0.036 0.31
H 9.79910 27.99355 -23.60768 0.031 -0.071 -0.341 0.34
H 8.33868 26.44483 -22.34558 -0.792 -0.112 0.241 -0.02
H 6.78455 24.80783 -23.63526 0.090 -0.076 0.436 0.21
H 7.17772 25.62364 -25.11067 -0.383 0.509 -0.183 0.42
H 6.19712 27.33757 -21.99045 -0.104 -0.622 1.156 0.25
H 5.14014 25.75892 -22.13298 0.714 -0.193 0.470 0.19
H 4.51405 27.31340 -22.44241 -0.003 0.230 -0.461 0.30
H 9.28194 24.58604 -23.63490 -1.161 -0.568 -0.228 0.16
H 10.16619 25.62654 -23.05297 0.309 0.957 0.349 -0.27
C 11.91753 22.79729 -15.55920 -0.178 -0.059 0.578 -1.78
C 12.87526 23.14006 -16.66983 0.654 0.552 0.213 0.53
C 13.94816 22.03937 -16.92620 -0.745 1.801 0.946 0.03
O 14.74212 21.87945 -15.74455 -0.713 -1.313 -1.060 -0.39
C 15.69127 20.86658 -16.01651 0.822 0.311 0.045 -0.59
N 12.13275 23.50314 -17.84466 -1.015 -0.345 -1.303 -0.15
H 11.26756 21.95420 -15.79337 0.337 -0.425 0.050 0.25
H 11.20039 23.58883 -15.34179 0.239 0.408 -0.239 0.39
H 12.50157 22.65375 -14.65013 -0.231 -0.440 0.080 0.46
H 13.36057 24.06488 -16.35793 0.527 -0.089 0.152 0.15
H 14.64728 22.38644 -17.68704 -0.131 -0.013 -0.580 -0.01
H 13.38466 21.16790 -17.25952 0.383 -0.562 0.122 0.22
H 15.36175 19.89442 -16.38314 -1.063 -0.287 0.811 0.32
H 16.30911 20.79123 -15.12169 0.071 -0.277 -0.226 0.31
H 16.29021 21.10637 -16.89507 0.595 0.813 0.038 0.11
H 11.64315 22.68570 -18.17957 -0.919 -0.514 0.642 0.33
H 12.66570 23.52417 -18.70235 1.288 0.829 0.081 -0.24
C 18.27598 25.91730 -19.41458 1.479 -0.320 -0.777 -1.20
C 18.04046 24.41045 -19.48016 0.044 0.872 2.978 0.05
C 18.03590 23.87998 -17.99765 -0.151 -0.337 -1.032 -0.26
O 19.26037 23.99688 -17.31119 0.239 0.382 0.041 -0.44
C 18.99495 23.85362 -15.91239 0.159 0.398 -0.726 -0.56
N 16.71011 24.20680 -20.00014 -0.561 -1.076 -1.436 0.01
H 18.36405 26.27150 -20.44165 -0.223 0.299 -0.135 0.33
H 19.27082 26.07062 -18.99638 -0.114 0.377 0.386 0.44
H 17.49860 26.48666 -18.90505 0.042 -0.243 0.135 0.17
H 18.83995 23.91535 -20.03133 -0.285 -0.103 -0.250 0.55
H 17.72171 22.83650 -17.97476 -0.048 -0.395 -0.221 0.22
H 17.24019 24.40431 -17.46848 -0.146 0.442 0.134 0.01
H 18.39351 24.71621 -15.62554 -0.527 -0.260 0.323 0.26
H 19.89220 23.92532 -15.29765 0.261 -0.302 -0.479 0.29
H 18.50086 22.88863 -15.79939 -0.208 0.082 0.617 0.22
H 16.05526 24.84092 -19.56522 -0.240 0.132 1.079 -0.19
H 16.71145 24.71302 -20.87411 0.207 -0.280 -0.870 0.06
C 15.16782 23.84895 -27.14121 -1.358 0.926 -1.517 -1.42
C 13.94671 23.75365 -26.19171 0.823 -1.542 1.085 0.81
C 12.99223 22.60289 -26.64797 0.575 1.203 0.049 -1.22
O 11.86594 22.54081 -25.75160 0.178 -1.676 -0.686 -0.15
C 10.98730 21.44060 -26.11743 -0.727 0.322 -0.292 -0.90
N 14.50412 23.49169 -24.86529 0.539 -0.996 0.832 -0.59
H 14.75911 24.01380 -28.13814 -0.075 0.247 -0.407 0.41
H 15.78514 22.96664 -27.31011 -0.263 -0.294 0.948 0.35
H 15.82653 24.70548 -26.99784 -0.127 -0.056 0.564 0.37
H 13.34576 24.63976 -25.98731 -0.011 0.722 -1.496 0.07
H 13.56043 21.68242 -26.78205 -0.032 -0.388 0.884 0.47
H 12.62159 22.77291 -27.65882 -0.156 0.536 -0.153 0.54
H 9.99548 21.83991 -26.32944 -0.032 0.239 0.145 0.29
H 10.83575 20.63450 -25.39957 0.548 0.469 0.736 0.14
H 11.25591 20.89609 -27.02267 0.637 0.443 -0.202 0.47
H 14.65301 24.34457 -24.34516 0.416 0.652 -0.714 0.24
H 13.86324 23.12082 -24.17840 -0.440 -0.773 -0.654 0.04
C 6.65825 24.41218 -19.42246 -1.085 -0.067 -0.261 -1.36
C 7.93945 23.64729 -19.44384 -0.945 0.040 0.074 -0.11
O 8.74464 24.41413 -20.28753 0.712 0.386 -0.080 -0.35
H 6.07585 24.26214 -20.33152 0.064 -0.366 -0.183 0.19
H 6.90047 25.47204 -19.50076 -0.166 0.108 0.840 0.28
H 6.01915 24.09300 -18.59919 -0.021 0.535 0.194 0.40
H 7.75719 22.64097 -19.82095 0.209 -0.209 -0.241 0.20
H 8.31521 23.52899 -18.42752 0.443 0.178 0.136 0.29
H 9.41872 23.84498 -20.66606 0.657 -0.221 -0.311 -0.27
C 10.53789 19.73338 -17.76184 0.365 0.333 1.025 -1.48
C 10.22492 20.76385 -18.83108 -0.079 -0.472 -0.292 0.73
O 11.40752 21.11581 -19.50672 0.875 -1.200 0.859 -0.76
H 9.75289 19.50173 -17.04196 -0.782 -0.255 -0.743 0.36
H 11.24458 20.08408 -17.00972 0.681 0.376 -0.460 0.15
H 10.95958 18.82951 -18.20149 -0.194 -0.005 -0.004 0.37
H 9.74893 21.68642 -18.49880 -0.265 -0.129 0.564 -0.13
H 9.56326 20.29456 -19.55914 -0.460 -0.056 -0.017 0.16
H 11.21725 21.87107 -20.06796 -0.184 0.804 -0.719 -0.18
C 12.70019 18.34052 -22.58931 -0.409 1.663 0.269 -1.55
C 12.49346 19.92825 -22.49317 -0.022 -1.290 -0.865 1.79
O 13.69579 20.61675 -22.71764 1.713 -1.274 0.630 -0.63
H 11.73158 17.87082 -22.41815 -0.041 -0.050 0.069 0.38
H 13.40247 17.94972 -21.85298 -0.024 0.273 0.179 0.36
H 13.05831 18.00074 -23.56111 -0.013 0.392 -0.131 0.37
H 12.01418 20.25694 -21.57102 0.120 -0.469 0.305 -0.45
H 11.83951 20.27304 -23.29415 -0.533 -0.431 -0.178 -0.63
H 13.49871 21.54887 -22.83559 -0.640 0.574 -0.196 0.27
C 7.35250 21.58995 -22.90544 -0.667 -0.764 0.329 -1.19
C 8.80454 21.25879 -22.68358 1.111 1.815 -0.170 0.43
O 9.53337 22.50636 -22.97357 -0.975 -0.726 -1.542 0.04
H 7.07939 22.46027 -22.30873 0.059 0.319 -0.467 0.00
H 6.64643 20.82442 -22.58367 0.262 -0.463 0.290 0.44
H 7.13315 21.65030 -23.97143 0.142 0.736 0.018 0.33
H 9.16635 20.51374 -23.39217 -0.004 -0.182 0.142 0.29
H 9.07443 20.97765 -21.66563 -0.273 -0.262 0.041 -0.44
H 10.11457 22.82622 -22.27967 0.271 -0.586 1.034 -0.42
C 14.87573 27.73302 -17.48409 0.194 -0.163 0.042 -1.56
C 14.42979 26.32601 -17.93931 -0.331 0.786 0.618 0.48
O 14.60483 26.06820 -19.28059 1.835 1.544 -1.337 -0.47
H 14.54446 27.89780 -16.45881 -0.391 -0.050 0.000 0.43
H 14.53179 28.56414 -18.09976 -0.275 -0.218 -0.136 0.26
H 15.95440 27.85402 -17.38444 0.207 -0.318 -0.411 0.30
H 13.35498 26.22668 -17.78765 -0.083 -0.161 0.950 0.26
H 15.02941 25.62284 -17.36127 -0.339 -0.357 0.474 -0.31
H 14.07827 25.35331 -19.64565 -0.779 -0.672 -0.041 0.44
C 16.27194 26.41394 -23.61773 0.539 0.603 0.966 -1.33
C 15.03253 26.27688 -22.67548 1.553 0.034 -1.341 1.35
O 13.92495 25.96986 -23.48744 0.561 0.291 -0.444 -0.68
H 16.42589 25.67594 -24.40497 -0.993 0.076 -0.246 0.26
H 17.23239 26.28385 -23.11902 -0.041 0.058 0.852 0.29
H 16.35616 27.44160 -23.97119 -0.300 -0.149 -0.560 0.40
H 14.82338 27.20206 -22.13846 0.398 0.035 0.107 0.16
H 15.24464 25.50177 -21.93906 -0.336 -0.205 0.086 -0.78
H 13.24824 25.68308 -22.86984 -1.076 -0.084 0.322 0.21
C 11.94613 29.77822 -20.97501 -0.558 0.961 -0.029 -1.51
C 12.49997 28.52577 -21.53532 0.430 0.429 0.874 0.17
O 11.68177 27.51126 -21.02815 -0.380 -0.104 0.667 -0.39
H 12.43833 30.62234 -21.45802 -0.311 0.291 0.108 0.39
H 12.12571 29.82597 -19.90096 0.090 0.007 0.024 0.28
H 10.86394 29.76575 -21.10466 -0.033 0.453 -0.233 0.32
H 13.49385 28.52193 -21.08779 0.510 -0.787 -0.363 0.06
H 12.56886 28.53412 -22.62311 -0.111 -0.171 -0.086 0.38
H 11.84210 26.69231 -21.50272 0.185 -0.762 -0.628 0.26
```
Positions in Å, forces in eV/Å.

Results
HOMO   -8.62 eV
HOMO-LUMO gap   8.75 eV
Maximum force   3.103 eV/A
Charge   0


(4)
# C20H41IrN2P3S

C20H41IrN2P3S as an isolated structure in a non-equilibrium geometry (ωB97M-V/def2-TZVPD, OMol25).

XYZ file:
```
68
Properties=species:S:1:pos:R:3:forces:R:3:mulliken_charge:R:1
Ir -0.48288 -0.23274 0.06855 1.302 1.165 4.585 1.19
P -1.92514 1.53406 0.09370 -3.533 2.100 -0.735 0.60
P -1.69174 -2.08604 0.09679 -2.385 -2.988 0.077 0.90
P -0.15658 -0.06591 -2.11453 -1.979 0.873 -1.663 0.30
H 2.17664 1.10562 2.40659 0.656 1.118 0.481 0.27
C 2.13910 2.03773 1.82030 -0.022 -1.424 0.261 -0.91
C 0.93156 2.61960 1.71404 -0.700 1.022 -0.373 -0.07
H 0.17797 2.70538 2.50909 0.391 -1.237 -0.121 0.37
C -2.52442 2.51591 1.52952 0.181 0.243 1.214 -1.37
C -3.55141 0.74113 -0.33919 0.711 0.262 -0.312 -1.51
C -1.74892 3.00309 -0.99787 0.135 0.142 -0.418 -1.47
C -0.42902 -3.28387 0.64100 -0.065 0.275 -0.346 -1.16
C -3.04202 -2.48074 1.27298 0.243 0.157 0.219 -1.40
C -2.54925 -2.73963 -1.39699 0.694 0.127 0.179 -1.43
C 0.57904 1.62924 -2.44355 0.908 -0.489 -0.713 -1.13
C -1.69636 0.03784 -3.15119 0.800 0.008 0.531 -1.53
C 0.39351 -1.80770 -2.55907 0.990 0.651 -0.187 -1.23
H 3.10516 2.38730 1.45161 -0.629 -0.036 -0.602 0.46
H 0.57612 3.20330 0.86914 0.895 0.698 0.065 0.34
H -1.74519 2.75642 2.25670 -0.206 -0.105 -0.050 0.23
H -3.35469 2.04791 2.07252 0.333 -0.119 -0.194 0.49
H -2.91720 3.48476 1.18428 0.185 -0.515 -0.095 0.54
H -3.76254 -0.11773 0.28992 0.074 0.140 0.094 0.23
H -3.56262 0.40263 -1.36857 -0.054 0.020 -0.125 0.36
H -4.32875 1.46840 -0.19478 -0.482 0.404 -0.022 0.63
H -0.71779 3.36873 -0.97189 -0.231 -0.016 -0.107 0.43
H -2.37262 3.80747 -0.59365 0.070 -0.322 -0.212 0.62
H -2.06448 2.84317 -2.03404 0.176 -0.029 0.225 0.43
H -0.91959 -4.24240 0.51420 0.276 -0.523 0.156 0.49
H -0.20558 -3.08832 1.69690 -0.011 -0.178 -0.233 0.37
H 0.48488 -3.21636 0.03343 -0.301 -0.288 0.405 0.26
H -3.30062 -3.50823 0.98085 -0.164 0.263 0.371 0.70
H -3.91720 -1.82679 1.13704 0.233 -0.490 0.148 0.36
H -2.68815 -2.47276 2.31695 -0.280 -0.060 -0.449 0.47
H -2.97800 -3.66748 -1.01417 -0.070 -0.067 -0.471 0.65
H -1.84036 -2.94351 -2.20909 -0.608 -0.043 0.228 0.41
H -3.35170 -2.04856 -1.69178 0.218 -0.360 0.065 0.38
H 1.31897 1.47913 -3.24477 -0.048 0.406 0.179 0.48
H 1.05315 2.15514 -1.57914 -0.331 -0.881 -0.626 0.25
H -0.22929 2.26507 -2.83268 0.320 -0.524 -0.036 0.57
H -1.32790 0.00681 -4.17950 -0.239 0.047 -0.131 0.55
H -2.24070 0.97323 -2.97292 0.178 -0.370 -0.200 0.42
H -2.31702 -0.83943 -2.95111 0.087 0.341 -0.252 0.46
H 1.35899 -1.67283 -3.05568 -0.088 -0.418 -0.275 0.49
H -0.37338 -2.20482 -3.24126 0.554 0.226 0.086 0.56
H 0.55597 -2.49585 -1.69957 -0.191 0.798 -0.616 0.32
C 4.11526 -0.21513 -0.32999 1.332 -0.908 -1.200 0.52
C 4.75653 -1.40845 -0.73914 -0.941 -0.738 -0.054 -0.62
C 5.95319 -1.35299 -1.47028 -1.283 -2.287 0.319 -0.37
C 6.67662 -0.17360 -1.64446 -0.318 1.276 0.156 -0.39
C 6.19554 0.91838 -0.92467 -0.344 1.437 0.526 -0.58
C 4.98984 0.89879 -0.20793 0.553 0.995 -0.301 -0.08
S 2.35330 -0.08027 -0.49246 2.811 0.243 0.985 0.09
H 1.12024 -0.60330 0.65210 -0.936 0.018 -0.167 0.15
H 4.15790 -2.30278 -0.47221 0.882 0.107 -1.022 0.49
H 6.33642 -2.22437 -1.99830 -0.238 -0.238 0.448 0.45
H 7.56510 -0.12327 -2.28970 -0.395 0.007 0.430 0.49
H 6.77418 1.82880 -0.99684 -0.012 0.171 0.486 0.44
H 4.59773 1.66687 0.47129 0.870 0.266 -0.799 0.17
N 0.04970 -0.14643 3.25420 0.528 0.646 1.018 -0.16
C -0.61296 -0.01097 4.43628 0.832 -0.081 -0.130 -0.26
C -1.96061 -0.01163 4.15333 -1.044 0.175 -1.240 -1.28
C -2.04260 -0.09989 2.74822 0.435 0.143 1.627 -0.85
N -0.80424 -0.14365 2.19336 -0.043 -0.499 -0.057 0.33
H 1.06558 -0.00782 3.18699 -0.941 -0.398 -0.335 0.17
H -0.06939 0.09496 5.39496 -0.395 -0.214 -0.769 0.48
H -2.82184 0.10689 4.80962 0.475 -0.196 0.003 0.51
H -2.93346 -0.14745 2.14653 0.180 0.069 0.069 0.98
```
Positions in Å, forces in eV/Å.

Results
HOMO (spin up / spin down)   -18.95 / -20.78 eV
HOMO-LUMO gap (spin up / spin down)   7.05 / 5.00 eV
Maximum force   4.907 eV/A
Charge   +4
Multiplicity   6


| no. | DFT total energy (eV) |
| --- | --- |
| 1 | -19673.2352 |
| 2 | -9898.3636 |
| 3 | -91720.3796 |
| 4 | -65875.8310 |